Entry from the Open Molecules 2025 dataset: a structure of composition C35H70O17 at a distorted geometry (ωB97M-V with the def2-TZVPD basis set).

The geometry in XYZ format:
```
122
Properties=species:S:1:pos:R:3
O 30.56 49.50 49.86
C 29.87 50.28 50.44
O 28.53 50.36 50.26
C 27.79 49.43 49.45
C 26.44 50.06 49.14
C 30.36 51.44 51.37
H 27.56 48.33 49.92
H 28.50 49.33 48.62
H 26.23 51.12 48.76
H 25.93 49.89 50.16
H 25.88 49.41 48.43
H 29.62 51.99 51.97
H 31.03 51.95 50.85
H 30.81 51.06 52.20
O 29.40 55.67 52.45
C 30.17 54.72 52.76
O 29.83 53.82 53.67
C 28.52 53.66 54.03
C 28.64 52.68 55.14
C 31.66 54.68 52.36
H 27.87 53.38 53.40
H 27.98 54.54 54.30
H 29.13 51.66 54.77
H 27.57 52.22 55.69
H 28.97 52.93 56.00
H 32.23 53.79 52.50
H 32.02 55.64 52.84
H 31.87 54.77 51.22
O 30.22 54.06 49.09
C 29.00 53.91 48.70
O 28.48 53.22 47.77
C 29.28 52.44 46.98
C 28.43 52.09 45.77
C 27.90 54.69 49.58
H 29.57 51.55 47.55
H 30.27 53.03 46.81
H 29.00 51.40 45.03
H 28.29 52.91 45.27
H 27.46 51.69 45.99
H 26.99 54.95 49.02
H 28.34 55.72 50.06
H 27.68 53.96 50.40
O 28.84 45.53 53.42
C 28.88 45.68 52.19
O 27.81 45.53 51.42
C 26.62 45.22 52.00
C 25.50 45.02 50.97
C 30.12 46.19 51.48
H 26.17 45.79 52.88
H 26.77 44.39 52.59
H 24.58 44.90 51.39
H 25.69 44.18 50.34
H 25.49 45.92 50.43
H 30.43 45.67 50.66
H 30.88 46.15 52.06
H 29.92 47.43 51.35
O 30.41 48.51 43.93
C 29.79 48.22 44.97
O 28.48 47.94 44.98
C 27.77 48.10 43.74
C 26.30 47.78 44.16
C 30.37 48.26 46.47
H 28.27 47.55 42.98
H 28.04 49.08 43.34
H 26.39 46.65 44.51
H 25.57 47.79 43.23
H 25.89 48.41 44.96
H 29.69 48.74 47.00
H 31.38 48.64 46.47
H 30.43 47.39 46.79
O 31.83 49.03 53.16
C 31.86 48.71 54.31
O 32.10 49.55 55.27
C 32.40 51.02 54.92
C 33.06 51.81 56.03
C 31.62 47.37 54.88
H 31.50 51.66 54.71
H 33.21 51.22 53.83
H 33.42 52.74 55.92
H 33.86 51.30 56.24
H 32.51 51.94 56.87
H 31.93 47.29 56.03
H 32.20 46.92 54.31
H 30.55 47.10 54.79
O 26.55 50.64 53.27
C 26.96 49.66 53.81
O 26.63 49.30 55.02
C 25.49 49.85 55.65
C 24.92 49.10 56.80
C 28.11 48.86 53.23
H 24.70 50.11 54.90
H 25.68 50.92 55.96
H 25.52 49.05 57.71
H 24.53 47.95 56.70
H 24.19 49.60 57.09
H 28.94 49.33 52.99
H 27.86 48.20 52.41
H 28.52 48.37 54.14
O 25.49 50.76 42.39
C 24.38 50.42 42.74
O 23.83 50.47 43.87
C 24.48 51.14 44.89
C 23.78 51.01 46.26
C 23.55 49.53 41.80
H 24.79 52.25 44.70
H 25.36 50.79 45.24
H 24.53 51.20 47.07
H 23.40 50.08 46.50
H 23.02 51.59 46.27
H 22.79 50.02 41.12
H 23.20 48.74 42.34
H 24.20 49.16 40.84
C 34.29 46.75 51.59
C 34.55 46.81 50.14
O 35.61 46.29 49.72
C 33.54 47.51 49.27
H 33.57 45.87 51.58
H 33.74 47.56 52.13
H 35.27 46.48 52.08
H 32.32 47.31 49.36
H 33.80 47.39 48.26
H 33.69 48.48 49.34
```

The relative energy (zero: lowest compared OMol25 entry of this formula, charge and spin) comes out at 3.489 eV. For the LUMO energy, the calculation gives 0.014 Eh. The calculation puts the total energy at -2654.18005 a.u. For the maximum force, the calculation gives 9.3 eV/Å.